Record 1
{"formula": "C2H4N2O2S", "method": "ωB97M-V/def2-TZVPD", "lumo_ev": [-1.123, -1.133], "relative_energy_ev": 7.703, "orbital_gap_ev": [8.2, 9.8], "symbols": ["S", "O", "O", "N", "N", "C", "C", "H", "H", "H", "H"], "positions_angstrom": [[-0.959, 0.580, 0.063], [-1.317, 0.520, 1.423], [-1.952, 0.612, -0.930], [-0.301, -2.077, -0.527], [0.042, 1.924, -0.206], [0.241, -0.800, -0.096], [0.144, -1.966, 0.651], [0.451, -2.474, 1.570], [2.278, -0.165, -1.195], [0.498, 1.943, -1.098], [0.873, 1.904, 0.345]]}

Record 2
{"formula": "C4H6N2S", "method": "ωB97M-V/def2-TZVPD", "lumo_ev": 0.749, "relative_energy_ev": 0.611, "orbital_gap_ev": 9.7, "symbols": ["S", "N", "N", "C", "C", "C", "C", "H", "H", "H", "H", "H", "H"], "positions_angstrom": [[3.334, -0.114, -0.176], [-0.595, -0.012, -0.142], [1.066, 1.449, -0.093], [0.561, -0.727, -0.106], [-0.240, 1.283, -0.080], [1.577, 0.182, -0.126], [-1.952, -0.452, -0.078], [-2.024, -1.382, 0.499], [0.589, -1.811, -0.043], [-2.475, 0.327, 0.377], [-1.012, 2.073, -0.086], [3.533, -0.163, 1.149], [-2.363, -0.654, -1.093]]}

Record 3
{"formula": "C3H9NO3", "method": "ωB97M-V/def2-TZVPD", "lumo_ev": 0.274, "relative_energy_ev": 1.728, "orbital_gap_ev": 10.3, "symbols": ["O", "O", "O", "N", "C", "C", "C", "H", "H", "H", "H", "H", "H", "H", "H", "H"], "positions_angstrom": [[0.730, 1.094, -2.908], [0.186, 1.710, 2.126], [-1.161, -2.680, 0.468], [0.338, -1.368, -0.921], [-0.672, -0.395, 1.061], [-0.575, -1.631, 0.172], [0.527, 0.408, 1.477], [-0.683, 2.083, 1.945], [0.029, -2.023, -1.688], [-1.049, -0.596, 2.065], [1.151, -0.073, 2.206], [1.229, 0.646, 0.638], [-1.343, 0.285, 0.582], [0.436, -0.377, -1.094], [0.568, 1.889, -2.349], [0.288, 1.030, -3.781]]}

Record 4
{"formula": "C15H31FP2Pb", "method": "ωB97M-V/def2-TZVPD", "lumo_ev": -0.737, "relative_energy_ev": 3.104, "orbital_gap_ev": 5.6, "symbols": ["Pb", "P", "P", "F", "C", "C", "C", "C", "C", "C", "C", "C", "C", "C", "C", "C", "C", "C", "C", "H", "H", "H", "H", "H", "H", "H", "H", "H", "H", "H", "H", "H", "H", "H", "H", "H", "H", "H", "H", "H", "H", "H", "H", "H", "H", "H", "H", "H", "H", "H"], "positions_angstrom": [[-1.261, -1.092, 0.971], [5.535, 2.538, 0.611], [5.983, -0.434, -0.831], [-0.470, -1.302, -0.960], [5.729, 3.530, 2.124], [3.195, -0.915, -1.294], [6.586, -1.650, 0.398], [3.240, 1.593, -1.300], [7.227, 1.818, 0.416], [7.359, 0.806, -0.736], [2.573, 0.305, -1.846], [5.553, 3.790, -0.733], [3.715, -0.138, 1.120], [-1.668, 1.047, 0.540], [6.355, -1.269, -2.412], [2.462, 2.324, -0.258], [3.641, -1.110, -0.017], [2.475, 0.671, 1.594], [2.605, 2.078, 1.065], [4.482, 0.648, 0.893], [3.123, -1.810, -1.921], [6.641, -1.184, 1.391], [6.473, 4.326, 1.968], [5.667, 3.304, -1.713], [8.283, 0.221, -0.611], [6.388, 4.488, -0.564], [7.909, 2.666, 0.252], [1.525, 0.169, 1.323], [4.603, 4.341, -0.724], [7.491, 1.350, 1.378], [4.233, 1.291, -0.905], [5.540, -1.959, -2.662], [2.666, 2.895, 1.801], [1.479, 0.319, -1.683], [4.759, 3.969, 2.392], [3.483, 2.253, -2.154], [6.431, -0.514, -3.208], [1.745, 3.069, -0.634], [7.302, -1.823, -2.328], [-0.730, 1.614, 0.476], [2.510, 0.709, 2.695], [7.410, 1.320, -1.710], [4.166, -0.637, 2.000], [6.054, 2.869, 2.939], [-2.224, 1.088, -0.405], [2.750, 0.318, -2.938], [7.579, -1.994, 0.078], [-2.304, 1.381, 1.372], [3.880, -2.150, 0.256], [5.897, -2.502, 0.442]]}